{
  "formula": "C16H40AgN2O6",
  "method": "ωB97M-V with the def2-TZVPD basis set",
  "symbols": ["Ag", "C", "C", "O", "H", "H", "H", "H", "H", "C", "C", "O", "H", "H", "H", "H", "H", "C", "O", "C", "C", "N", "C", "C", "O", "C", "H", "H", "H", "H", "H", "H", "H", "H", "H", "H", "H", "H", "H", "H", "H", "C", "O", "C", "C", "N", "C", "C", "O", "C", "H", "H", "H", "H", "H", "H", "H", "H", "H", "H", "H", "H", "H", "H", "H"],
  "coordinates": [[-0.474712, -0.629461, -0.695415], [2.836058, -2.562111, 1.897515], [2.095398, -2.941391, 0.625235], [1.298248, -1.986621, 0.023495], [3.535488, -1.749041, 1.703075], [3.540348, -3.354031, 2.152365], [2.159498, -2.294461, 2.709135], [1.743428, -3.970971, 0.689905], [2.942188, -3.096651, -0.043305], [-1.266972, 3.266329, -2.401025], [-2.264132, 2.137809, -2.187235], [-1.963352, 0.956989, -1.593135], [-1.113062, 4.035499, -1.644195], [-1.584092, 3.887019, -3.239055], [-0.315042, 2.923149, -2.806175], [-2.692362, 1.818849, -3.137485], [-3.054842, 2.716349, -1.709555], [2.124608, 0.303309, -2.414105], [0.949488, -0.436021, -2.493745], [0.740208, -1.315921, -3.521085], [0.018018, -2.549581, -2.945795], [-1.263442, -2.097191, -2.307795], [-1.883412, -3.301421, -1.731495], [-2.528652, -2.984351, -0.385245], [-1.542502, -2.325511, 0.483025], [-2.019732, -2.337521, 1.853175], [2.056068, 1.316729, -2.809545], [2.906998, -0.200661, -2.981525], [2.505058, 0.509049, -1.413585], [1.672508, -1.523231, -4.046395], [0.084038, -0.966411, -4.318195], [0.732398, -3.056321, -2.296965], [-0.187932, -3.242851, -3.761315], [-1.862642, -1.734101, -3.035275], [-1.210912, -4.124471, -1.489795], [-2.616902, -3.743221, -2.405975], [-2.999792, -3.884311, 0.009965], [-3.400682, -2.383701, -0.643865], [-2.797702, -1.584121, 1.976655], [-1.114162, -1.956761, 2.325465], [-2.580282, -3.177621, 2.263195], [2.577768, 3.875149, -0.807735], [2.501258, 2.914539, 0.202005], [1.122798, 2.425039, 0.281375], [1.227958, 1.134699, 1.205935], [-0.083562, 0.578229, 1.251215], [-1.203452, 1.415069, 1.716885], [-1.001872, 1.977099, 3.227975], [-0.351732, 0.977089, 4.056915], [-0.561972, 1.103099, 5.443505], [3.601688, 4.248039, -0.782625], [1.940838, 4.735299, -0.601425], [2.508788, 3.516699, -1.834805], [0.626808, 2.286609, -0.679315], [0.601468, 3.229749, 0.799795], [1.454378, 1.393859, 2.240175], [2.008978, 0.504009, 0.781275], [-0.007712, -0.112191, 1.984475], [-2.096442, 0.792389, 1.771285], [-1.520062, 2.133029, 0.960325], [-2.006022, 2.060669, 3.643685], [-0.596132, 2.983419, 3.124095], [-0.354772, 2.109129, 5.808275], [-0.024182, 0.464789, 6.144535], [-1.567512, 0.893429, 5.808235]],
  "atomic_forces_ev_per_a": [[-0.2, 1.0, 0.8], [0.2, 0.5, 0.0], [0.7, 0.4, 0.4], [1.2, -1.3, 0.5], [-0.4, 0.5, 0.0], [-0.5, -0.4, 0.4], [0.2, -0.2, 0.2], [-1.0, 0.0, -0.1], [0.2, 0.2, -1.1], [1.3, 0.1, -1.5], [0.0, 1.6, 0.3], [-0.1, 0.7, 0.0], [0.0, -0.7, 0.6], [-0.6, -0.1, -0.2], [0.4, -0.2, 0.5], [-0.3, -0.1, -0.5], [-1.1, -0.8, 0.4], [1.4, 0.7, -0.8], [-0.2, 1.2, 1.1], [-0.5, -1.4, -1.1], [0.5, 1.0, -1.1], [1.6, -2.1, -0.1], [-0.5, -0.3, 1.2], [0.0, 0.6, -1.0], [-3.1, -2.9, 0.1], [0.2, 2.0, -0.7], [-0.5, 0.1, -0.5], [0.2, 0.0, 0.0], [-0.5, -0.8, 0.4], [0.2, -0.5, 0.2], [-0.2, 0.9, 0.0], [-0.6, 0.1, 0.7], [0.0, -0.1, -0.2], [-0.1, 0.1, -0.1], [0.8, 0.4, -0.5], [-0.2, 0.1, 0.0], [0.6, -0.2, 0.6], [0.0, 1.0, 0.6], [0.0, 0.6, -0.2], [-0.4, -0.7, 1.0], [1.1, -0.9, -0.4], [1.7, 0.9, 0.1], [-1.7, -1.1, -0.9], [2.3, -0.1, 2.3], [-0.3, 3.2, -1.0], [-1.4, -1.8, 0.1], [0.1, -0.4, 1.7], [-1.2, -1.1, -1.1], [0.5, 0.3, -1.1], [-0.7, 1.1, 1.4], [0.1, 0.2, 0.2], [-0.4, 0.0, -0.2], [-0.7, -0.4, 0.0], [0.3, -0.5, -0.2], [-0.5, -0.1, 0.1], [0.8, 0.5, -0.1], [-0.4, -0.4, 0.1], [-0.3, -0.6, 0.0], [0.2, -0.5, 0.0], [0.6, 0.6, 0.3], [-0.2, 0.4, -0.1], [0.8, -0.1, 0.8], [0.2, 0.3, -0.2], [0.9, -0.5, -1.1], [-0.7, 0.1, -0.8]],
  "lowdin_spin": [0.071, 0.008, 0.098, 0.751, 0.001, -0.001, 0.002, 0.017, 0.061, 0.004, 0.107, 0.769, 0.003, -0.001, 0.001, 0.055, 0.032, 0.001, 0.000, 0.000, -0.001, 0.002, 0.000, 0.000, 0.003, 0.000, 0.000, 0.000, 0.000, 0.000, 0.000, 0.000, 0.000, 0.001, 0.000, 0.000, 0.000, 0.000, 0.000, 0.000, 0.000, 0.000, 0.000, 0.000, 0.000, 0.012, 0.003, 0.000, 0.000, 0.000, 0.000, 0.000, 0.000, 0.000, 0.000, 0.001, -0.001, 0.000, 0.000, 0.002, 0.000, 0.000, 0.000, 0.000, 0.000],
  "s2": 2.01,
  "homo_lumo_gap_ev": [9.0, 6.0],
  "multiplicity": 3,
  "homo_ev": [-10.78, -10.69],
  "charge": 1,
  "e_above_lowest_kcal_mol": 0.00
}